(1)
DFT (wB97M-V/def2-TZVPD) results for a 5-piece molecular cluster, C24H27N5 overall in a non-equilibrium geometry.

Structure (XYZ):
```
56
Properties=species:S:1:pos:R:3:nbo_charge:R:1
N -2.168 -3.888 -2.685 -0.419
C -2.714 -5.026 -3.208 0.013
C -2.205 -6.217 -2.826 -0.249
C -1.230 -6.298 -1.823 -0.185
C -0.747 -5.074 -1.257 -0.239
C -1.328 -3.851 -1.654 0.021
H -3.390 -4.873 -4.037 0.201
H -2.604 -7.140 -3.219 0.212
H -1.040 -7.279 -1.413 0.221
H -0.010 -4.971 -0.474 0.215
H -1.016 -2.849 -1.398 0.208
N 0.795 0.893 1.083 -0.415
C -0.493 1.362 0.943 0.028
C -1.230 1.959 2.008 -0.256
C -0.629 1.992 3.241 -0.168
C 0.665 1.496 3.337 -0.258
C 1.373 1.050 2.277 0.019
H -0.859 1.434 -0.070 0.199
H -2.219 2.335 1.790 0.221
H -1.045 2.362 4.166 0.224
H 1.072 1.730 4.310 0.213
H 2.412 0.763 2.352 0.195
N 1.277 2.786 -5.210 -0.423
C 1.938 2.814 -4.059 0.034
C 3.229 2.318 -3.833 -0.269
C 3.746 1.569 -4.948 -0.152
C 3.135 1.461 -6.158 -0.289
C 1.898 2.120 -6.250 0.041
H 1.357 3.325 -3.306 0.190
H 3.704 2.284 -2.863 0.229
H 4.672 1.017 -4.891 0.211
H 3.738 0.981 -6.915 0.229
H 1.356 2.375 -7.149 0.198
N 5.993 -2.322 -1.824 -0.420
C 7.066 -3.171 -1.613 0.009
C 7.242 -3.835 -0.474 -0.261
C 6.282 -3.691 0.582 -0.165
C 5.188 -2.868 0.438 -0.266
C 5.084 -2.168 -0.837 0.044
H 7.640 -3.381 -2.504 0.198
H 7.973 -4.626 -0.396 0.218
H 6.416 -4.293 1.468 0.214
H 4.373 -2.916 1.145 0.224
H 4.381 -1.388 -1.089 0.205
C -7.537 3.646 4.025 -0.626
C -6.829 4.970 4.468 -0.380
C -5.984 4.902 5.815 -0.540
C -5.278 3.699 6.218 0.289
N -4.762 2.667 6.398 -0.333
H -8.145 3.115 4.758 0.217
H -6.904 2.833 3.668 0.217
H -8.131 3.824 3.128 0.216
H -7.640 5.698 4.516 0.218
H -6.159 5.338 3.692 0.212
H -6.496 5.340 6.672 0.255
H -5.210 5.666 5.883 0.254
```

Kohn-Sham gap in Ha: 0.3593
SMILES string: c1ccncc1.c1ccncc1.c1ccncc1.c1ccncc1.CCCC#N
Spin multiplicity: 1

---

(2)
DFT (wB97M-V/def2-TZVPD) results for the molecule C24H27N5O7 in a non-equilibrium geometry.

Structure (XYZ):
```
63
Properties=species:S:1:pos:R:3:nbo_charge:R:1
C 6.802 -2.384 -4.225 -0.243
H 7.020 -1.948 -5.200 0.191
O 5.475 -1.988 -3.943 -0.491
C 4.839 -2.359 -2.806 0.244
C 3.533 -1.901 -2.710 -0.172
C 2.714 -2.180 -1.613 -0.122
C 3.233 -2.941 -0.579 -0.163
C 4.543 -3.410 -0.648 -0.008
C 5.380 -3.140 -1.755 0.278
O 6.640 -3.587 -1.834 -0.671
H 6.835 -4.115 -1.020 0.514
N 5.009 -4.179 0.458 0.527
O 4.272 -4.355 1.398 -0.341
O 6.154 -4.636 0.417 -0.436
H 2.623 -3.172 0.280 0.269
C 1.357 -1.679 -1.574 0.051
N 0.591 -1.935 -0.591 -0.197
N -0.655 -1.448 -0.598 -0.472
C -1.523 -1.683 0.430 0.674
O -1.287 -2.388 1.377 -0.585
C -2.860 -0.941 0.201 -0.129
N -2.645 0.490 0.116 -0.632
C -2.284 1.129 -1.010 0.908
O -1.989 0.569 -2.050 -0.698
O -2.283 2.458 -0.823 -0.515
C -1.770 3.260 -1.885 -0.073
C -0.319 3.687 -1.628 -0.235
C -0.229 4.532 -0.360 -0.609
H -0.830 5.433 -0.456 0.206
H -0.593 3.965 0.493 0.213
H 0.802 4.822 -0.171 0.209
C 0.604 2.473 -1.541 -0.613
H 1.641 2.792 -1.473 0.213
H 0.373 1.879 -0.658 0.205
H 0.491 1.844 -2.420 0.213
H -0.019 4.296 -2.488 0.203
H -2.420 4.137 -1.936 0.190
H -1.841 2.694 -2.820 0.210
H -2.848 1.038 0.940 0.434
H -3.252 -1.282 -0.767 0.229
C -3.870 -1.256 1.316 -0.418
C -3.529 -0.571 2.599 -0.152
C -2.754 -1.060 3.611 0.020
N -2.642 -0.132 4.608 -0.515
C -3.347 0.983 4.263 0.111
C -3.534 2.182 4.941 -0.221
C -4.312 3.145 4.336 -0.221
C -4.898 2.924 3.086 -0.230
C -4.718 1.740 2.408 -0.242
C -3.927 0.746 2.992 -0.046
H -5.185 1.581 1.447 0.215
H -5.505 3.703 2.649 0.212
H -4.477 4.088 4.835 0.213
H -3.085 2.349 5.909 0.212
H -2.123 -0.257 5.460 0.415
H -2.262 -2.010 3.674 0.236
H -3.870 -2.336 1.468 0.246
H -4.864 -0.945 0.988 0.220
H -0.971 -0.869 -1.389 0.410
H 1.023 -1.074 -2.425 0.162
H 3.161 -1.311 -3.533 0.226
H 6.897 -3.469 -4.283 0.187
H 7.506 -1.996 -3.487 0.187
```

Kohn-Sham gap in Ha: 0.2690
SMILES string: COc1cc(/C=N/NC(=O)[C@@H](Cc2c[nH]c3ccccc23)NC(=O)OCC(C)C)cc([N+](=O)[O-])c1O
Spin multiplicity: 1

---

(3)
DFT (wB97M-V/def2-TZVPD) results for C24H27N9O4Zr as an isolated structure.

Structure (XYZ):
```
65
Properties=species:S:1:pos:R:3:nbo_charge:R:1
Zr 0.162 -0.379 -0.430 2.453
C -0.686 1.027 2.395 -0.233
C -1.081 -0.416 2.569 -0.227
N -0.193 -1.293 1.761 -0.682
C 1.107 -1.596 2.401 -0.267
C 2.149 -0.576 2.040 0.251
C 3.281 -0.411 2.808 -0.234
C 4.230 0.524 2.419 -0.078
C 4.004 1.282 1.284 -0.233
C 2.844 1.071 0.560 0.252
C 2.556 1.842 -0.688 -0.277
N 1.183 1.585 -1.191 -0.773
C 0.253 2.702 -0.854 -0.232
C -0.074 2.658 0.629 -0.231
N -0.698 1.345 0.953 -0.756
N 1.933 0.151 0.923 -0.626
H 0.320 1.206 2.776 0.218
H -1.364 1.677 2.953 0.234
H -2.099 -0.565 2.204 0.220
H -1.062 -0.705 3.622 0.232
H -0.673 -2.179 1.632 0.416
H 1.442 -2.571 2.047 0.273
H 0.997 -1.651 3.486 0.230
H 3.419 -1.009 3.699 0.252
H 5.131 0.665 3.002 0.256
H 4.713 2.029 0.953 0.257
H 3.239 1.558 -1.489 0.291
H 2.698 2.912 -0.528 0.244
H 1.311 1.575 -2.215 0.490
H -0.659 2.574 -1.443 0.229
H 0.699 3.657 -1.137 0.248
H -0.733 3.484 0.905 0.233
H 0.836 2.759 1.224 0.217
H -1.670 1.416 0.623 0.453
N -4.764 0.777 -1.893 -0.484
C -4.812 2.139 -2.012 -0.032
C -3.727 2.609 -1.331 -0.077
N -3.018 1.560 -0.804 -0.487
C -3.666 0.472 -1.158 0.271
C -3.240 -0.875 -0.810 0.365
N -1.997 -1.255 -0.526 -0.617
C -2.050 -2.634 -0.336 -0.093
C -3.327 -3.060 -0.476 -0.027
N -4.062 -1.939 -0.772 -0.471
H -5.395 0.137 -2.350 0.439
H -5.591 2.642 -2.557 0.258
H -3.428 3.633 -1.187 0.238
H -1.159 -3.220 -0.177 0.259
H -3.765 -4.041 -0.412 0.266
H -5.064 -1.916 -0.881 0.447
O 3.508 1.738 -5.552 -0.572
C 2.797 1.564 -4.600 0.741
O 2.490 2.250 -3.568 -0.759
C 1.957 0.322 -4.298 0.061
C 0.570 0.379 -4.490 -0.229
C -0.227 -0.221 -3.549 0.055
N 0.292 -0.941 -2.535 -0.676
C 1.623 -1.279 -2.579 0.057
C 2.483 -0.689 -3.463 -0.190
C 2.039 -2.209 -1.444 0.759
O 3.030 -2.862 -1.423 -0.478
O 1.140 -2.149 -0.433 -0.879
H 0.156 1.017 -5.259 0.264
H -1.302 -0.079 -3.531 0.217
H 3.543 -0.910 -3.447 0.277
```

Total charge: +2
Kohn-Sham gap in Ha: 0.2546
Spin multiplicity: 1

---

(4)
DFT (wB97M-V/def2-TZVPD) results for a 4-piece molecular cluster, C24H28B2N4O12P overall in a non-equilibrium geometry.

Structure (XYZ):
```
71
Properties=species:S:1:pos:R:3:mulliken_charge:R:1
C 0.799 6.732 -1.662 -0.093
C 1.469 5.770 -1.379 -1.073
C 2.186 4.500 -0.964 0.748
C 2.769 3.626 -2.165 -0.677
O 2.679 2.332 -1.598 -0.441
B 1.528 2.211 -0.673 0.262
B 1.734 1.436 0.817 0.305
O 0.845 0.372 1.204 -0.251
O 2.701 1.769 1.793 -0.481
C 4.022 1.863 1.257 0.049
C 4.508 0.602 0.472 -0.974
P 0.055 1.621 -1.865 0.860
N -1.180 2.617 -1.639 -0.931
O -0.429 0.027 -1.621 -0.434
O 0.463 1.760 -3.505 -0.440
O 1.209 3.644 -0.402 -0.474
H 0.161 7.608 -1.728 0.432
H 3.106 4.681 -0.348 0.169
H 3.846 3.878 -2.296 0.291
H 2.207 3.746 -3.125 0.280
H -0.004 0.833 1.325 0.117
H 4.717 1.987 2.129 0.366
H 4.113 2.814 0.679 -0.050
H 4.491 0.845 -0.610 0.208
H 5.588 0.452 0.737 0.363
H 3.991 -0.338 0.745 0.238
H -1.969 2.021 -1.353 0.143
H -1.328 -0.010 -1.996 0.255
H 0.479 0.871 -3.902 0.263
C 0.332 -4.788 5.753 -0.366
C -0.006 -4.808 4.406 -0.671
C 0.145 -3.663 3.635 -0.099
C 0.638 -2.510 4.222 -0.227
C 0.971 -2.477 5.567 -0.182
C 0.816 -3.623 6.334 -0.571
N 0.821 -1.299 3.398 1.261
O 0.498 -1.359 2.229 -0.497
O 1.286 -0.314 3.943 -0.604
H 0.219 -5.684 6.352 0.379
H -0.384 -5.717 3.955 0.374
H -0.120 -3.686 2.586 0.440
H 1.352 -1.574 6.026 0.486
H 1.076 -3.610 7.385 0.375
C -0.403 -0.583 -9.649 -0.393
C -1.242 -1.601 -9.214 -0.412
C -1.313 -1.912 -7.864 -0.383
C -0.544 -1.194 -6.962 0.081
C 0.302 -0.180 -7.386 -0.246
C 0.370 0.124 -8.737 -0.517
N -0.634 -1.502 -5.529 1.007
O -1.372 -2.408 -5.189 -0.603
O 0.031 -0.829 -4.768 -0.656
H -0.353 -0.338 -10.704 0.362
H -1.843 -2.151 -9.927 0.358
H -1.968 -2.706 -7.532 0.435
H 0.905 0.377 -6.681 0.497
H 1.025 0.915 -9.080 0.375
C -3.722 -1.296 2.835 -0.871
C -5.001 -1.203 3.370 -0.350
C -5.174 -0.844 4.698 -0.437
C -4.059 -0.577 5.479 -0.019
C -2.777 -0.674 4.957 -0.377
C -2.612 -1.036 3.628 -0.244
N -4.240 -0.173 6.878 1.018
O -5.378 -0.117 7.310 -0.621
O -3.244 0.085 7.528 -0.607
H -3.589 -1.571 1.795 0.448
H -5.864 -1.407 2.749 0.375
H -6.173 -0.773 5.107 0.449
H -1.907 -0.470 5.566 0.552
H -1.620 -1.113 3.207 0.654
```

Total charge: -1
Kohn-Sham gap in Ha: 0.1798
Spin multiplicity: 1